The following is a DFT calculation (ωB97M-V with the def2-TZVPD basis set) of C35H48IrN7OPSi2 as an isolated structure.

Results
spin multiplicity = 2
relative energy (zero: lowest compared OMol25 entry of this formula, charge and spin) = 107.2 kcal per mole
E_HOMO (alpha / beta) = -11.163 / -10.905 eV
total charge = +2
<S²> = 0.890
largest force on an atom = 2.0 eV/Å

Structure (XYZ):
```
95
Properties=species:S:1:pos:R:3:forces:R:3
Ir -0.429068 0.734320 -0.103448 -0.477 -0.553 0.231
P 1.621365 1.443163 0.917092 -0.667 -0.354 -0.905
Si 0.988438 -2.913345 0.715169 -0.156 0.173 -0.006
Si -2.020173 -3.138656 -0.625463 0.655 0.171 0.427
O -1.695721 0.960263 1.879582 0.654 0.217 -0.369
N -5.113408 -0.566295 -3.575581 0.538 1.176 -0.557
N -2.594251 1.067716 -0.898309 0.424 -0.812 -1.340
N -0.126394 3.189247 -0.748158 -0.230 0.289 -0.170
N -3.170298 0.697819 -3.229767 1.274 0.436 0.193
N -0.158969 -0.407447 -1.933335 0.793 0.666 0.721
N -3.689946 -0.059035 -5.337844 0.109 -0.462 1.181
N -3.385898 0.492197 3.264141 -0.070 0.022 0.107
C -1.915666 -4.999204 -0.956044 -0.252 0.472 0.062
C 0.142349 -1.717289 -1.799926 -0.073 -0.273 -0.006
C -3.980763 0.016162 -4.031140 -1.373 -1.240 -0.748
C 0.312825 5.287069 0.463692 0.010 -0.037 -0.053
C -2.903550 0.945318 2.102123 -0.064 -0.081 0.202
C 1.153957 1.363778 3.616917 0.033 -0.033 -0.103
C 1.432214 3.256005 1.115025 -0.382 -0.265 -0.046
C 1.017550 5.983794 1.431594 -0.049 0.007 0.006
C 5.578712 1.596079 -0.163851 0.005 0.042 0.009
C 5.512758 1.429152 -1.538898 0.009 0.034 -0.053
C 1.089083 -1.727659 -4.021564 -0.047 -0.052 0.118
C 1.992875 0.897960 2.602928 -0.161 -0.107 -0.044
C 2.687151 -2.306125 0.138239 -0.400 -0.140 0.170
C 0.412278 -2.162793 2.360150 0.239 -0.208 -0.248
C 0.535681 3.927963 0.283494 0.195 0.089 0.251
C 0.105966 0.225615 -3.090112 0.084 -0.012 -0.340
C 4.417787 1.602536 0.591566 -0.049 0.076 -0.044
C 3.124542 1.269475 -1.410337 -0.135 -0.031 0.092
C 1.949819 5.330130 2.223523 0.038 -0.051 0.077
C 2.151313 3.969064 2.069397 -0.024 0.073 -0.101
C 3.183287 1.417580 -0.026658 -0.160 -0.323 0.028
C 0.784737 -2.391695 -2.854277 0.114 0.204 -0.151
C 1.360774 0.968255 4.925631 -0.015 -0.005 0.058
C 1.055247 -4.791964 0.917285 0.004 0.408 -0.042
C 3.204002 -0.403289 4.222405 0.038 -0.015 0.027
C 2.392662 0.091545 5.231172 0.013 -0.025 -0.008
C 4.284714 1.284282 -2.166016 0.048 0.014 -0.025
C 3.001684 -0.010652 2.909102 -0.042 0.100 -0.080
C -2.856968 -2.747241 1.031369 -0.093 -0.171 -0.461
C -0.281125 -2.402078 -0.594644 -0.261 0.214 0.342
C 0.721031 -0.385150 -4.155736 -0.134 0.032 0.009
C -2.995807 -2.339148 -2.041079 0.081 -0.156 0.136
C -3.959380 1.424799 1.122726 0.242 -0.093 -0.178
C -2.883542 0.725968 -2.032093 -0.715 1.245 0.985
C -3.361599 2.061089 -0.125698 -0.356 0.066 0.749
H -0.918096 3.711576 -1.109688 0.134 0.086 -0.058
H 4.471263 1.762851 1.658557 0.064 -0.031 0.053
H -2.392878 -2.240294 -2.945198 0.121 -0.050 -0.077
H 2.161047 1.135140 -1.890523 0.048 -0.066 0.018
H 0.923925 0.169363 -5.060527 0.012 0.024 -0.011
H -0.202908 1.263226 -3.143867 0.106 0.051 0.031
H -2.757807 0.163806 3.981335 0.081 -0.018 -0.089
H 1.020641 -3.437855 -2.720840 0.059 -0.027 -0.001
H 2.991594 -2.820819 -0.773883 0.014 -0.086 -0.028
H 2.561527 -0.203148 6.256584 0.019 -0.031 0.052
H -4.586966 0.569437 0.861015 -0.065 0.033 0.002
H -4.586907 2.158243 1.633085 -0.044 0.010 -0.082
H -4.153410 2.505299 -0.731694 0.097 -0.081 -0.081
H -1.300558 -5.215108 -1.829130 0.055 0.031 -0.059
H 1.206108 -2.213029 3.105261 0.056 -0.038 0.082
H 4.005873 -1.090438 4.452488 0.017 -0.040 0.043
H 1.923178 -5.063694 1.517508 0.062 -0.023 0.073
H -1.500010 -5.542028 -0.110381 0.039 0.012 0.050
H 2.865777 3.455616 2.698656 -0.023 -0.006 0.063
H -3.324843 -1.342717 -1.749674 -0.079 -0.205 0.204
H 6.420205 1.426754 -2.124226 0.061 -0.004 -0.037
H -5.795959 -0.851176 -4.264822 -0.037 -0.186 0.078
H 0.344834 2.039156 3.369007 0.000 0.057 0.070
H 0.850137 7.044452 1.552939 -0.024 0.032 0.032
H 1.595604 -2.235524 -4.831244 -0.004 -0.043 -0.008
H 3.636729 -0.406240 2.129805 0.028 -0.018 -0.034
H 0.107878 -1.121430 2.260239 0.015 0.013 -0.106
H -2.567380 -3.475770 1.787255 0.005 -0.038 0.076
H -3.943707 -2.780987 0.939817 -0.109 -0.101 0.031
H 1.140042 -5.307372 -0.037839 0.023 -0.033 -0.085
H 2.696411 -1.240521 -0.080330 -0.027 0.140 -0.002
H -2.912028 -5.398196 -1.149624 -0.075 -0.064 -0.001
H -0.435051 -2.725176 2.752273 -0.069 -0.092 -0.016
H 4.237946 1.178990 -3.241377 -0.025 -0.028 -0.026
H -5.512286 -0.180788 -2.732209 0.043 -0.244 0.128
H 2.502848 5.869904 2.978681 0.032 0.055 -0.018
H -4.245280 -0.692877 -5.894426 0.023 0.128 -0.196
H -2.577081 -1.757841 1.392727 0.141 0.040 -0.075
H -3.879814 -2.921919 -2.296810 -0.068 -0.063 0.054
H 0.731692 1.353197 5.716347 -0.049 0.009 0.007
H 0.509341 3.025190 -1.522745 -0.025 0.008 0.017
H 0.171613 -5.169023 1.429458 -0.065 -0.040 0.051
H 6.537222 1.730766 0.317702 0.014 0.000 0.029
H -4.370208 0.505804 3.470334 0.017 0.009 -0.002
H -2.666051 2.841451 0.182661 0.114 -0.087 -0.169
H -2.720463 0.035989 -5.606503 0.004 0.275 -0.062
H -0.400050 5.803546 -0.167402 0.016 0.042 -0.059
H 3.444027 -2.505064 0.896885 0.050 -0.043 0.038
```
Positions in Å, forces in eV/Å.